Entry 1:
# C5H5N

C5H5N as an isolated structure at a distorted geometry (ωB97M-V/def2-TZVPD, the OMol25 dataset).

```
! wB97M-V def2-TZVPD RIJCOSX def2/J DEFGRID3
* xyz 0 1
C 2.9526 -0.8519 -0.0346
C 2.7817 0.4413 -0.0159
C 0.7428 0.3975 0.0400
C 1.4058 -0.9612 0.0198
C -0.6383 0.8698 -0.0284
N 1.9994 1.4570 0.0169
H 1.0546 -1.5780 -0.8125
H 1.1881 -1.4921 0.9518
H -0.9779 0.9699 -1.0655
H -0.7295 1.8473 0.4421
H -1.2873 0.1569 0.4844
*
```

Computed properties:
relative energy (zero: lowest compared OMol25 entry of this formula, charge and spin) = 660.2 kJ/mol
gap between HOMO and LUMO (spin up / spin down) = 8.3 / 7.9 eV
HOMO energy (spin up / spin down) = -0.313 / -0.312 Ha

Löwdin atomic charge list, values in e, 6 entries: -0.030 -0.212 -0.150 -0.225 -0.064 0.162

Entry 2:
# C5H5N

One molecule with the formula C5H5N at a distorted geometry (ωB97M-V/def2-TZVPD, the OMol25 dataset).

```
! wB97M-V def2-TZVPD RIJCOSX def2/J DEFGRID3
* xyz 0 1
C -2.2464 -0.5638 -0.9135
C 0.4389 -1.6732 0.8670
C -0.7347 1.2521 -1.6704
C 0.0285 -0.4976 0.2165
C -1.0472 0.2095 -0.9226
N -3.2093 -1.1905 -0.8848
H -0.2698 -2.4346 0.8656
H 1.3440 -1.8400 1.4679
H 0.1911 1.8388 -1.6041
H -1.3022 1.5285 -2.5286
H 0.8896 0.2118 0.3360
*
```

Computed properties:
relative energy (zero: lowest compared OMol25 entry of this formula, charge and spin) = 303.0 kJ/mol
SMILES string = C=CC(=C)C#N
gap between HOMO and LUMO = 9.9 eV
HOMO energy = -0.364 Ha

Löwdin atomic charge list, values in e, 6 entries: -0.227 0.006 0.065 -0.062 -0.242 0.162

Entry 3:
# C5H5N

C5H5N as an isolated structure at a distorted geometry (ωB97M-V/def2-TZVPD, the OMol25 dataset).

```
! wB97M-V def2-TZVPD RIJCOSX def2/J DEFGRID3
* xyz 0 1
C 0.3576 -0.7952 -0.0525
C 1.5370 -0.3766 -0.1749
C -1.7499 0.6548 -0.0092
C 2.8334 -0.1730 -0.0719
C -0.8827 -1.0727 0.1580
N -2.8791 0.7854 0.4820
H -1.3265 1.3073 -0.6621
H 3.5932 -1.0711 -0.2139
H 3.2768 0.7134 -0.3611
H -1.6105 -1.8264 0.3301
H -3.1493 1.8541 0.5756
*
```

Computed properties:
relative energy (zero: lowest compared OMol25 entry of this formula, charge and spin) = 545.4 kJ/mol
gap between HOMO and LUMO = 8.9 eV
HOMO energy = -0.322 Ha

Löwdin atomic charge list, values in e, 6 entries: -0.153 -0.121 -0.151 0.002 0.059 0.028

Entry 4:
# C5H5N

One molecule with the formula C5H5N at a distorted geometry (ωB97M-V/def2-TZVPD, the OMol25 dataset).

```
! wB97M-V def2-TZVPD RIJCOSX def2/J DEFGRID3
* xyz 0 1
C 0.0346 0.3873 0.4814
C 1.2807 -0.3513 0.0794
C 2.2930 -0.9292 -0.2797
C -1.1450 -0.5478 0.2237
C -2.0339 -1.2507 -0.2046
H -1.1741 1.8712 -0.1771
H 0.4004 2.2495 -0.3960
H 0.2518 0.7572 1.5204
H 3.1511 -1.6906 -0.2253
H -2.7919 -1.9709 -0.5745
N -0.2666 1.4753 -0.4477
*
```

Computed properties:
relative energy (zero: lowest compared OMol25 entry of this formula, charge and spin) = 441.8 kJ/mol
SMILES string = C#CC(N)C#C
gap between HOMO and LUMO = 10.9 eV
HOMO energy = -0.365 Ha

Löwdin atomic charge list, values in e, 6 entries: -0.413 -0.112 0.087 -0.100 0.102 0.083